No. 1
C4H11N3 | wB97M-V/def2-TZVPD

The geometry in XYZ format:
```
18
Properties=species:S:1:pos:R:3:forces:R:3:lowdin_spin:R:1
C 0.254876 -0.612108 -1.812116 2.4768 0.7281 0.9240 0.008
C -0.594978 -1.284923 -0.784048 -1.3500 -1.1948 0.9040 0.051
C -0.282628 -0.771375 0.658373 1.4802 -0.4550 0.8754 0.100
N -0.085378 2.053574 2.441854 1.1243 -0.9874 -0.6940 0.027
C -0.183076 1.712232 1.215081 0.6345 2.2666 3.5900 0.070
N -0.841306 0.515617 0.930038 -2.6960 -0.4732 -1.1445 0.653
N 1.546325 -1.350295 -2.067031 -1.1113 0.1832 -0.7989 0.000
H 0.657299 0.319442 -1.375806 -0.4322 0.0841 -0.2813 0.001
H -0.348875 -0.316388 -2.629091 -0.4239 -0.0684 -1.3297 0.003
H -1.704290 -1.099888 -0.908211 1.1575 -0.4761 -0.3146 -0.001
H -0.365931 -2.387548 -0.879567 -0.6564 1.0448 0.6676 0.003
H 0.791214 -0.709759 0.853711 0.1167 0.2941 -0.4484 0.002
H -0.550846 -1.433626 1.524360 -0.7219 0.1369 -0.7541 0.053
H 0.517144 2.890163 2.614590 -1.0899 -0.4309 -0.5297 0.002
H -0.005639 2.468333 0.486407 0.4155 -0.1985 -1.6262 0.023
H -1.886916 0.669512 0.795964 1.3798 -0.6378 0.1114 0.005
H 2.006592 -0.893632 -2.866859 -0.0759 -0.1017 0.6288 0.000
H 1.387597 -2.301841 -2.413269 -0.2276 0.2858 0.2203 0.000
```
Forces are in eV/Å.

* HOMO level (spin up / spin down): -0.49265 / -0.49243 hartree
* energy relative to the best compared isomer or geometry (same formula, charge and spin): 288.1 kJ/mol
* expectation value of S²: 0.755
* LUMO energy (spin up / spin down): -3.9 / -8.2 eV
* multiplicity: 2
* total charge: +1
* gap between HOMO and LUMO (spin up / spin down): 0.3475 / 0.1920 Eh

No. 2
C4H11N3 | wB97M-V/def2-TZVPD

The geometry in XYZ format:
```
18
Properties=species:S:1:pos:R:3:forces:R:3:lowdin_charge:R:1
C -2.993534 -0.782661 0.964368 -0.5460 0.7022 -1.1531 0.194
C 1.789816 -0.909956 0.151242 -0.1078 -1.8423 2.0427 -0.082
C 2.732224 1.071869 -0.675826 -0.7952 0.7807 -1.1978 -0.008
C -1.910088 0.813915 -0.603348 -2.2301 -1.1872 0.6268 0.040
N 1.477101 -2.052800 0.114905 0.2173 3.1817 0.0837 0.352
N 2.055718 0.347806 0.358434 -0.5866 -0.9809 2.3475 0.035
N -1.996021 -0.398772 0.286430 2.2762 0.4807 -0.4675 -0.023
H -3.963961 -0.277812 0.650914 0.9568 -0.9346 1.2624 0.175
H -2.733026 -1.549317 1.681298 -1.0745 -0.2649 0.1893 0.134
H 1.981184 1.538946 -1.301204 0.1390 0.1154 -0.3849 0.107
H 3.288990 0.341544 -1.180851 1.1230 -0.3962 -1.2738 0.097
H 3.344305 1.827027 -0.261323 0.7484 0.6105 0.4807 0.109
H -2.242364 0.494047 -1.601253 -0.1643 0.5200 0.2994 0.124
H -0.893638 1.089303 -0.651998 1.0156 0.5652 0.1076 0.062
H -2.558446 1.537197 -0.061727 0.5812 -0.0351 -1.1015 0.128
H 1.545962 -3.032124 0.382345 0.3391 0.1163 -0.4125 0.167
H -1.063757 -0.850260 0.408417 -1.2541 0.1690 0.2242 0.148
H 2.139529 0.792050 1.339175 -0.6381 -1.6006 -1.6733 0.242
```
Forces are in eV/Å.

* HOMO level: -0.71529 hartree
* energy relative to the best compared isomer or geometry (same formula, charge and spin): 199.5 kJ/mol
* LUMO energy: -8.3 eV
* total charge: +2
* gap between HOMO and LUMO: 0.4101 Eh